1.
Formula: C5H8OS2
Source: the OMol25 dataset
Level of theory: the ωB97M-V functional and the def2-TZVPD basis

XYZ file:
```
16
Properties=species:S:1:pos:R:3:forces:R:3
C -0.977 0.421 -0.456 -3.3354 2.7433 -0.7249
C -0.262 -0.706 -0.657 4.2614 -6.6756 1.4544
C 1.485 -1.617 0.199 2.8026 1.0109 0.7143
C 0.888 -0.667 1.320 -0.7646 0.5567 -1.4309
C 0.220 0.405 0.375 1.0882 -0.6545 2.1977
H -2.445 0.471 1.823 -0.3803 -0.9054 -4.1262
H -0.831 1.109 -1.230 -0.4788 1.8010 -0.6318
H -0.679 -1.510 0.065 0.3650 0.9500 -1.6530
H 1.325 -2.655 0.459 0.1792 -0.3474 -0.2232
H 2.565 -1.287 0.122 -0.8003 -1.2935 0.2839
H 0.264 -1.168 2.071 -0.0349 0.1162 -0.4050
H 1.725 -0.182 1.777 0.2486 0.2932 0.6958
H 2.260 0.904 -0.875 -1.2822 1.2559 1.1717
O 1.014 -1.291 -1.112 -2.5932 1.1062 -0.0508
S -2.630 0.027 0.048 -0.8003 1.4353 4.3448
S 1.354 1.700 -0.048 1.5251 -1.3922 -1.6168
```
Positions in Å, forces in eV/Å.

**HOMO level**: -8.6 eV
**E**: -29025.5043 eV
**Largest force on an atom**: 8.05 eV Å⁻¹
**Orbital gap**: 8.0 eV
**Relative energy (zero: lowest compared OMol25 entry of this formula, charge and spin)**: 165.5 kcal per mole
**Total charge**: 0

---

2.
Formula: C5H9NO
Source: the OMol25 dataset
Level of theory: the ωB97M-V functional and the def2-TZVPD basis

XYZ file:
```
16
Properties=species:S:1:pos:R:3:forces:R:3
C -0.270 -2.023 0.774 0.0151 -0.0359 0.0564
C -0.401 -0.999 -0.342 -0.0148 -0.1086 -0.0244
C -1.012 0.384 -0.028 -0.1831 0.1121 0.0516
N 0.230 1.044 -0.533 0.1520 0.0754 -0.1958
C 0.953 2.364 -0.086 0.0184 0.1184 0.4512
C 0.882 -0.238 -0.675 0.5889 -0.1882 -0.1192
O 2.024 -0.509 -0.878 -0.6504 0.1597 0.1081
H 0.137 -1.565 1.681 -0.0585 -0.0550 -0.1309
H 0.410 -2.823 0.466 -0.1100 0.1020 0.0519
H -1.240 -2.467 1.017 0.1297 0.0676 -0.0431
H -0.829 -1.451 -1.245 0.0874 0.0738 0.1129
H -1.908 0.678 -0.577 0.1336 -0.0575 0.0969
H -1.121 0.601 1.039 -0.0042 -0.0632 -0.1407
H 0.405 1.712 -1.366 -0.1771 -0.2147 -0.1107
H 0.107 2.998 0.194 0.0891 -0.0329 -0.0514
H 1.552 2.109 0.794 -0.0162 0.0471 -0.1127
```
Positions in Å, forces in eV/Å.

**HOMO level**: -7.3 eV
**E**: -8864.1659 eV
**Largest force on an atom**: 0.68 eV Å⁻¹
**Orbital gap**: 7.8 eV
**Relative energy (zero: lowest compared OMol25 entry of this formula, charge and spin)**: 116.4 kcal per mole
**Total charge**: 0

---

3.
Formula: H20O10
Source: the OMol25 dataset
Level of theory: the ωB97M-V functional and the def2-TZVPD basis

XYZ file:
```
30
Properties=species:S:1:pos:R:3:forces:R:3
O 0.035 0.149 1.495 0.5796 -2.2664 0.3762
H 0.555 0.772 1.043 0.7315 2.3241 -0.7645
H 0.735 -0.541 1.451 -1.0144 -0.2196 0.6247
O -4.197 -0.939 -0.015 -0.6005 0.1967 -1.1186
H -3.782 -1.624 0.502 -0.6907 -0.6875 0.0821
H -5.055 -1.226 -0.409 1.2731 -0.1304 0.7640
O 3.840 2.277 -0.364 -1.1592 -1.8979 -2.2011
H 3.624 2.685 0.421 0.1138 2.0613 2.9919
H 2.968 1.828 -0.460 1.0777 -0.0863 -0.7495
O -4.324 1.120 1.378 1.4397 -0.4902 2.3877
H -3.851 0.525 2.052 -1.4132 1.2893 -1.2777
H -3.606 1.206 0.748 -0.1486 0.0574 -0.5826
O 3.707 -0.294 -1.827 -0.8765 1.9131 -1.4063
H 3.406 0.353 -2.551 0.8105 -1.4069 1.6372
H 3.730 -1.133 -2.278 -0.0080 -0.5573 -0.2247
O -1.057 4.414 -0.760 0.4016 1.0599 0.1008
H -0.188 3.993 -0.630 -0.8926 0.1311 -0.1256
H -1.707 3.969 -0.206 0.1586 0.3384 -0.2818
O -2.938 -3.118 -1.040 2.2990 2.0181 0.5882
H -2.039 -3.480 -1.098 -0.5004 -1.0232 -0.2157
H -2.593 -2.189 -0.830 -1.6709 -1.2453 -0.6410
O 0.992 -3.584 -0.664 -2.8093 0.4244 -1.7439
H 0.311 -3.656 -1.416 2.0998 -0.4994 0.7754
H 0.368 -3.050 -0.150 0.7502 0.0903 0.9409
O 4.555 -1.500 2.406 -2.1396 1.0450 4.2847
H 4.953 -1.730 1.645 2.1892 -1.2203 -4.2146
H 3.970 -0.773 2.199 -0.0274 0.2047 -0.1001
O -0.825 1.996 -0.532 0.8145 -1.5461 -0.5418
H -0.467 1.086 -0.370 -1.1424 1.3301 0.3907
H -1.121 2.464 0.259 0.3551 -1.2070 0.2447
```
Positions in Å, forces in eV/Å.

**HOMO level**: -10.5 eV
**E**: -20796.7987 eV
**Largest force on an atom**: 4.90 eV Å⁻¹
**Orbital gap**: 9.8 eV
**Structure (SMILES)**: O.O.O.O.O.O.O.O.O.O
**Relative energy (zero: lowest compared OMol25 entry of this formula, charge and spin)**: 134.1 kcal per mole
**Total charge**: 0

---

4.
Formula: C4H8N4
Source: the OMol25 dataset
Level of theory: the ωB97M-V functional and the def2-TZVPD basis

XYZ file:
```
16
Properties=species:S:1:pos:R:3:forces:R:3
C 1.546 -0.910 -1.496 -0.1910 -1.0435 0.4189
C 0.437 -0.492 0.510 -0.8828 0.7784 0.5177
C -1.745 -1.257 1.612 -0.8802 0.9439 -1.4352
C -0.619 -0.231 1.459 -1.2062 0.8356 1.4633
N 1.005 -1.147 -0.288 0.6653 0.1916 -0.6238
N 1.318 0.326 -2.004 0.4530 1.2407 0.8688
N 0.796 1.188 -1.203 0.4247 -2.8255 -0.7755
N 0.575 2.403 -1.772 -1.0029 1.3186 0.4875
H 2.199 -1.715 -1.838 -0.4132 0.8952 -0.7362
H -1.495 -2.225 1.900 1.4003 -1.7282 0.0492
H -2.198 -1.292 0.639 -0.5584 -0.4553 -0.4616
H -2.553 -1.106 2.318 0.0525 1.2725 0.2706
H -0.167 -0.139 2.393 1.3598 -0.3186 1.9542
H -1.009 0.810 1.510 0.1352 -0.5628 -1.3501
H 1.071 2.646 -2.587 0.9263 -0.6882 -1.6530
H 0.838 3.142 -1.152 -0.2825 0.1457 1.0051
```
Positions in Å, forces in eV/Å.

**HOMO level (alpha / beta)**: -6.8 / -6.8 eV
**E**: -10233.1685 eV
**Largest force on an atom**: 2.96 eV Å⁻¹
**Orbital gap (alpha / beta)**: 7.6 / 7.6 eV
**Relative energy (zero: lowest compared OMol25 entry of this formula, charge and spin)**: 117.0 kcal per mole
**Total charge**: 0